{"formula": "C54H122N10O14", "method": "ωB97M-V with the def2-TZVPD basis set", "species": ["C", "C", "C", "N", "C", "H", "H", "H", "H", "H", "C", "C", "C", "N", "C", "H", "H", "H", "H", "H", "C", "O", "C", "C", "N", "C", "C", "O", "C", "H", "H", "H", "H", "H", "H", "H", "H", "H", "H", "H", "H", "H", "H", "H", "C", "O", "C", "C", "N", "C", "C", "O", "C", "H", "H", "H", "H", "H", "H", "H", "H", "H", "H", "H", "H", "H", "H", "H", "C", "O", "C", "C", "N", "C", "C", "O", "C", "H", "H", "H", "H", "H", "H", "H", "H", "H", "H", "H", "H", "H", "H", "H", "C", "O", "C", "C", "N", "C", "C", "O", "C", "H", "H", "H", "H", "H", "H", "H", "H", "H", "H", "H", "H", "H", "H", "H", "C", "O", "C", "C", "N", "C", "C", "O", "C", "H", "H", "H", "H", "H", "H", "H", "H", "H", "H", "H", "H", "H", "H", "H", "C", "O", "C", "C", "N", "C", "C", "O", "C", "H", "H", "H", "H", "H", "H", "H", "H", "H", "H", "H", "H", "H", "H", "H", "C", "O", "C", "C", "N", "C", "C", "O", "C", "H", "H", "H", "H", "H", "H", "H", "H", "H", "H", "H", "H", "H", "H", "H", "C", "C", "C", "C", "N", "H", "H", "H", "H", "H", "H", "H"], "positions_angstrom": [[7.03387, -6.93730, 5.11759], [8.04221, -7.82227, 5.55058], [8.03461, -7.89766, 6.94702], [6.88685, -7.34825, 7.32955], [6.26160, -6.72045, 6.28235], [6.88942, -6.54515, 4.12172], [8.82524, -8.30607, 4.98560], [8.71962, -8.36312, 7.64019], [6.44700, -7.38021, 8.23817], [5.36031, -6.20602, 6.58144], [5.90736, -1.41230, -5.61305], [5.42010, -0.25239, -6.20333], [4.09260, -0.43943, -6.47116], [3.67184, -1.64107, -5.95651], [4.80597, -2.27994, -5.44380], [6.91294, -1.56127, -5.24833], [5.89914, 0.62958, -6.60213], [3.41166, 0.16095, -7.05618], [2.74081, -2.03030, -5.91430], [4.70985, -3.30846, -5.12867], [6.03268, 2.41168, 5.44123], [7.32686, 1.98618, 5.09454], [7.25678, 0.87390, 4.27015], [8.47501, 0.00618, 4.55319], [8.34773, -0.37467, 6.02697], [9.42189, -1.30820, 6.34732], [9.49489, -1.39956, 7.92934], [9.58940, -0.10276, 8.56327], [9.47158, -0.10589, 9.96376], [5.34916, 1.57377, 5.57836], [5.69394, 2.91556, 4.53599], [6.18874, 3.05348, 6.30831], [7.22292, 1.25591, 3.24985], [6.39232, 0.21080, 4.30335], [9.41676, 0.45064, 4.23122], [8.46407, -0.89035, 3.93334], [8.32628, 0.47087, 6.57897], [10.41416, -0.87969, 6.20635], [9.25390, -2.31623, 5.96817], [10.40074, -1.94807, 8.18754], [8.64019, -1.96855, 8.29518], [8.41816, -0.03520, 10.23474], [9.88747, 0.84204, 10.30517], [10.01761, -0.85787, 10.53338], [2.70515, 8.40935, 13.33680], [2.73158, 8.42675, 11.93139], [3.74108, 9.28081, 11.27643], [3.23328, 9.53875, 9.82650], [1.90181, 10.13972, 9.76720], [1.36247, 10.31878, 8.49047], [0.00096, 11.13470, 8.47518], [-1.08712, 10.28117, 8.82021], [-1.60936, 10.25378, 10.19129], [1.86184, 7.73502, 13.48578], [2.48455, 9.40181, 13.72980], [3.60754, 7.94271, 13.73182], [4.65317, 8.68664, 11.22018], [3.92379, 10.21933, 11.79979], [3.23662, 8.59001, 9.28986], [3.96629, 10.14183, 9.29069], [1.33410, 9.80184, 10.53117], [1.39497, 9.31820, 8.05933], [2.06876, 10.89878, 7.89645], [-0.16863, 11.52854, 7.47307], [-0.01925, 11.87593, 9.27408], [-0.87797, 10.35787, 10.99275], [-2.30629, 9.43733, 10.38047], [-2.14723, 11.20041, 10.13953], [-1.11749, -6.21476, 3.98142], [-2.46899, -6.17153, 4.28068], [-3.33033, -6.92776, 3.50381], [-4.71560, -6.24148, 3.27718], [-5.36538, -7.02835, 2.32164], [-6.64494, -6.40516, 1.81553], [-7.30982, -7.23354, 0.73519], [-7.87744, -8.42999, 1.40456], [-8.30177, -9.36322, 0.42902], [-0.53031, -5.55051, 4.61553], [-0.93736, -5.74809, 3.01298], [-0.65510, -7.20123, 4.01560], [-3.41323, -7.83019, 4.10948], [-2.94699, -7.29779, 2.55290], [-4.57272, -5.25914, 2.82695], [-5.33839, -6.02498, 4.14514], [-5.62413, -7.94743, 2.65093], [-6.34873, -5.43244, 1.42288], [-7.40035, -6.33171, 2.59788], [-6.46479, -7.46696, 0.08748], [-8.08325, -6.66496, 0.21883], [-8.98246, -10.08390, 0.88221], [-7.36786, -9.77272, 0.04402], [-8.92207, -8.88569, -0.32945], [-6.24933, -1.40234, -0.28641], [-6.82635, -2.29510, -1.14810], [-7.00029, -1.87788, -2.46152], [-7.73036, -3.04093, -3.24613], [-7.81804, -2.64457, -4.63077], [-8.40600, -3.58039, -5.49402], [-7.62113, -4.89892, -5.61488], [-7.67788, -5.83888, -4.51406], [-7.24061, -7.20325, -4.79458], [-6.59178, -0.36781, -0.31063], [-5.20621, -1.31683, -0.59087], [-6.32758, -1.72432, 0.75201], [-5.99168, -1.79729, -2.86689], [-7.49652, -0.91176, -2.55348], [-8.70330, -3.29578, -2.82597], [-7.06724, -3.89523, -3.10995], [-6.96486, -2.28174, -5.03144], [-8.57640, -3.15278, -6.48205], [-9.43212, -3.81926, -5.21451], [-6.56749, -4.63768, -5.71332], [-7.98337, -5.39617, -6.51467], [-8.00582, -7.66266, -5.42028], [-7.04555, -7.79031, -3.89713], [-6.35843, -7.09468, -5.42552], [-2.57993, 5.20397, -7.83821], [-2.79383, 3.84064, -8.29313], [-3.51227, 3.59319, -9.51937], [-4.90524, 4.24856, -9.40203], [-4.93497, 5.55513, -10.04208], [-4.93089, 5.58023, -11.48457], [-6.15665, 4.82553, -12.18523], [-6.11831, 5.04096, -13.56955], [-5.34516, 4.14788, -14.30010], [-2.03263, 5.32644, -6.90357], [-3.44250, 5.87011, -7.81963], [-1.91216, 5.66805, -8.56402], [-3.60994, 2.52422, -9.70876], [-2.82074, 4.10234, -10.19067], [-5.16212, 4.48024, -8.36838], [-5.66536, 3.61205, -9.85500], [-4.15664, 6.01654, -9.59330], [-4.02465, 5.04811, -11.77385], [-4.86744, 6.65455, -11.65750], [-7.08703, 5.30505, -11.88103], [-6.15794, 3.75055, -12.00492], [-5.33696, 4.54682, -15.31444], [-5.67987, 3.11206, -14.35625], [-4.29073, 4.11750, -14.02557], [1.40602, -7.55407, -1.33086], [0.06880, -7.39301, -1.85647], [-0.65358, -8.48505, -2.51373], [-1.87422, -7.75569, -3.19221], [-1.50713, -7.00753, -4.38892], [-0.97252, -5.73379, -3.95827], [-1.17387, -4.64845, -4.99441], [-0.48810, -4.90015, -6.26086], [-1.11112, -5.72092, -7.15281], [2.05549, -6.79901, -1.77377], [1.83659, -8.55090, -1.23580], [1.20904, -7.21535, -0.31372], [-1.09565, -9.13289, -1.75679], [-0.14097, -9.00264, -3.32455], [-2.46464, -7.15076, -2.50405], [-2.58037, -8.57892, -3.30061], [-0.69564, -7.50928, -4.72034], [0.05922, -5.90770, -3.65268], [-1.46438, -5.42419, -3.03614], [-0.86153, -3.67139, -4.62577], [-2.22720, -4.40567, -5.13458], [-1.44642, -6.68028, -6.75873], [-0.38037, -5.94478, -7.92997], [-1.98923, -5.22975, -7.57207], [-0.88319, 4.25188, 3.84471], [-1.03916, 3.72243, 2.58856], [-0.20543, 4.32902, 1.57901], [-0.65898, 3.63672, 0.24058], [-0.48018, 2.25412, 0.30711], [0.93349, 1.89701, 0.59923], [1.11123, 0.33834, 0.46772], [2.46581, 0.02751, 0.98644], [2.90564, -1.14184, 0.39822], [-1.30732, 5.25227, 3.93093], [0.18142, 4.42540, 4.00155], [-1.13063, 3.75358, 4.78202], [0.88252, 4.35777, 1.63918], [-0.46120, 5.33369, 1.24238], [0.08101, 3.95804, -0.49241], [-1.62208, 3.85304, -0.22174], [-0.92380, 1.97958, 1.17194], [1.22752, 2.07874, 1.63297], [1.69679, 2.23839, -0.10000], [0.95228, 0.24563, -0.60664], [0.31043, -0.18078, 0.99434], [3.03203, -1.05894, -0.68125], [2.26859, -1.98010, 0.68033], [3.85839, -1.30736, 0.90119], [4.82956, 7.48031, -5.54319], [5.00117, 8.97220, -5.10019], [4.65594, 9.11081, -3.59510], [3.25285, 8.99678, -3.13275], [2.13016, 8.92400, -2.75648], [3.84392, 7.06570, -5.33175], [5.52530, 6.83743, -5.00398], [4.95579, 7.38661, -6.62179], [4.38547, 9.68066, -5.65435], [6.05278, 9.24186, -5.19762], [4.92355, 10.14805, -3.39352], [5.30378, 8.44012, -3.03068]], "forces_ev_per_a": [[-1.28, -0.43, 1.72], [1.84, 0.34, 0.83], [0.35, -1.51, -1.56], [-1.42, 1.41, 0.55], [0.47, -0.09, -0.44], [-0.22, -0.16, 0.16], [-0.01, 0.35, -0.27], [-0.19, -0.16, -0.16], [0.48, 0.06, -0.08], [-0.03, 0.21, -0.76], [-0.93, -1.62, 1.12], [-0.82, 0.79, -1.34], [-1.26, 0.04, 0.06], [2.01, -0.37, 0.15], [0.12, 0.98, -0.50], [-0.10, -0.26, -0.14], [0.45, -0.16, 0.35], [0.02, 0.15, 0.28], [0.25, 0.23, -0.27], [0.23, 0.20, 0.29], [0.48, 0.51, -0.75], [-0.25, -0.78, 1.24], [1.45, -0.64, -1.79], [-0.96, -0.31, 1.16], [0.61, -0.75, -2.98], [-0.14, 1.81, 3.78], [-0.09, -0.17, -0.31], [0.17, -0.93, -1.13], [-0.24, 1.18, 0.12], [0.06, -0.03, 0.61], [-0.69, 0.72, 0.30], [-0.70, 0.08, -0.13], [0.32, -0.15, -0.55], [-0.44, 0.32, 0.95], [0.25, 0.62, 0.60], [-0.47, -0.33, 0.19], [0.50, -0.06, 0.14], [0.28, -0.23, -1.21], [0.18, 0.23, -0.26], [0.10, -0.25, 0.05], [-0.27, 0.16, 0.24], [-0.17, -0.58, 0.25], [0.14, 0.13, -0.10], [-0.11, -0.54, -0.41], [-0.44, -0.53, -0.86], [0.93, 1.38, -1.44], [-1.48, -1.06, -0.60], [-0.42, -0.22, 0.65], [1.89, 0.95, 2.95], [-0.78, 0.80, -0.71], [0.51, -2.24, 1.32], [-0.47, -1.87, 0.12], [0.30, 2.17, -1.65], [0.02, 0.11, 0.75], [0.21, 0.01, 0.33], [0.14, 0.26, 0.34], [0.26, 0.20, 0.02], [-0.23, -0.01, 0.25], [0.01, -0.53, -0.05], [0.03, 0.38, 0.10], [-0.26, -0.24, -0.50], [-1.17, -0.10, -1.08], [0.21, 0.26, -0.08], [-0.16, 0.10, 0.18], [0.77, 0.68, -0.40], [0.36, -0.38, -0.18], [0.38, -0.11, -0.50], [-0.61, -0.01, 1.03], [0.81, 0.72, -0.76], [0.31, 1.52, 0.83], [-1.02, -0.67, 0.90], [1.64, 0.42, 0.32], [-2.78, -0.73, -2.37], [0.71, -0.66, 0.47], [0.60, -0.82, 1.47], [0.31, 1.77, -0.84], [0.08, 0.40, 0.40], [-0.43, -0.15, 0.66], [0.01, -0.38, -0.60], [-0.17, -0.29, -0.01], [-0.86, -0.60, -0.18], [0.25, 0.67, -0.33], [0.44, 0.17, -0.06], [0.33, -0.32, 0.74], [0.15, -0.16, 0.29], [-0.34, 0.13, 0.01], [0.07, 0.52, 0.43], [-0.34, -0.64, -0.60], [-0.09, -0.15, -0.06], [0.50, -0.27, 0.26], [-0.44, -0.63, -0.60], [0.27, 0.18, -0.41], [1.45, 0.96, 0.27], [-1.89, -1.09, 0.55], [-0.26, -1.23, -0.71], [1.78, 1.37, 0.72], [-0.51, 1.32, 0.37], [-0.67, -1.73, -0.08], [0.27, -1.04, -0.17], [-0.57, -0.02, 0.70], [-0.39, 2.01, -1.34], [-0.75, 0.10, -0.31], [0.60, 0.07, 0.45], [0.02, -0.33, -0.19], [0.21, 0.31, -0.62], [-0.27, 0.06, 0.08], [-0.06, 0.25, -0.10], [-0.15, -0.36, 0.13], [0.17, -0.06, 0.36], [0.59, -0.04, -0.25], [-0.14, -0.03, 0.56], [0.27, 0.03, -0.44], [0.15, -0.22, -0.28], [-0.11, -0.37, 0.12], [-0.12, 0.50, 0.06], [0.40, -0.47, 0.17], [0.37, -0.29, -1.95], [0.14, -0.32, 2.19], [0.14, 1.69, 1.67], [0.22, 0.24, -1.12], [-1.28, -0.39, 1.24], [0.01, -0.96, 0.42], [0.89, 1.69, 0.58], [-0.17, 0.06, -0.14], [0.86, 0.23, -1.18], [-0.36, -1.01, 0.19], [-0.49, -0.42, 0.32], [0.22, 0.24, -0.35], [0.57, 0.02, 0.33], [-0.65, -0.23, -1.25], [0.11, -0.78, 0.17], [-0.11, -0.02, 0.25], [-0.02, 0.76, -0.83], [0.30, 0.21, -0.95], [-0.22, -0.24, -1.12], [-0.03, -0.31, 0.43], [-0.01, -0.02, 0.42], [-0.12, -0.16, -0.13], [-0.53, -0.09, 0.36], [0.16, 0.10, 0.47], [-1.49, 0.85, 1.11], [0.38, -1.63, -1.12], [-1.34, 2.85, 0.62], [0.26, -1.67, 0.86], [-0.56, -0.92, 0.86], [0.27, 0.93, -0.08], [0.40, 0.29, -0.78], [0.57, 1.34, 2.72], [-0.77, -1.03, -1.10], [0.20, -0.42, -0.36], [-0.21, -0.10, -0.66], [0.71, -0.05, 0.36], [0.47, -0.46, 0.02], [0.54, -0.16, 0.33], [0.60, 0.42, 0.24], [-0.15, -0.22, -1.16], [-0.10, -0.17, -0.72], [0.26, 0.72, -0.26], [-0.18, 0.16, -0.06], [0.89, -0.11, 0.02], [-0.45, -0.78, -0.46], [0.00, 0.01, 0.25], [-0.13, 0.16, -0.23], [-0.19, 0.04, -0.36], [1.87, 2.22, 1.42], [0.46, -0.47, -1.20], [-2.63, 0.15, -2.48], [1.97, 1.11, -0.07], [1.41, -2.57, 0.47], [-0.13, -2.45, 0.43], [0.58, 2.22, 0.48], [-3.02, 1.25, -1.12], [1.04, -0.71, 0.82], [-0.40, 0.18, -0.14], [0.45, 0.14, 0.11], [-0.85, -1.13, -0.80], [-0.03, -0.77, 0.91], [-0.41, 0.81, 1.36], [-0.02, 0.54, -0.29], [-0.27, 0.47, 0.85], [-0.62, -0.45, 0.00], [0.12, 0.67, 0.04], [-0.39, 0.85, 0.00], [0.59, -1.04, -0.15], [0.25, -0.31, 0.22], [-0.02, -0.10, -0.11], [-0.23, -0.25, -0.32], [0.30, -0.36, -0.45], [-0.22, 0.87, -0.18], [-0.90, -1.74, 0.59], [0.16, 0.89, -0.30], [-3.43, -0.63, 0.67], [4.07, 0.27, -1.35], [-0.20, 0.34, 0.14], [0.24, 0.10, -0.18], [0.29, -0.13, 0.05], [0.06, -0.21, -0.24], [-0.08, 0.15, -0.06], [0.18, -0.01, 0.62], [-0.17, 0.08, 0.23]], "multiplicity": 1, "homo_lumo_gap_ev": 8.3, "largest_force_ev_per_a": 4.3, "e_lumo_ev": 0.28, "smiles": "c1cc[nH]c1.c1cc[nH]c1.COCCNCCOC.COCCNCCOC.COCCNCCOC.COCCNCCOC.COCCNCCOC.COCCNCCOC.COCCNCCOC.CCCC#N", "e_above_lowest_ev": 9.250}